DFT (ωB97M-V/def2-TZVPD) results for a 3-piece molecular cluster, C3H8O2S overall.

Output
DFT total energy: -667.62916 Eh
Energy above the lowest of the compared OMol25 structures with the same formula, charge and spin: 398.5 kJ/mol
2S+1: 1
Highest occupied orbital energy: -0.360 Eh
Molecular weight: 108.16 g mol⁻¹

Element x y z (Å)
H1 2.91801 1.05773 0.89734
C1 2.30319 0.08261 0.49975
O1 -1.70131 -1.81124 1.13776
C2 0.79174 0.22816 0.40571
H2 0.25919 0.37186 1.35037
H3 0.13558 2.25702 -0.10609
H4 -1.80168 -1.26448 0.32716
H5 0.62841 1.15675 -1.52260
O2 2.99677 -0.88702 0.24677
H6 -1.69032 0.80707 0.96462
S1 -1.70518 0.69360 -1.01069
H7 -2.55277 -2.25325 1.23789
H8 0.43795 -0.69387 -0.03284
C3 0.00254 1.19752 -0.57565

=====

DFT (ωB97M-V/def2-TZVPD) results for a 2-piece molecular cluster, CH5OS overall.

Output
DFT total energy: -514.53739 Eh
Energy above the lowest of the compared OMol25 structures with the same formula, charge and spin: 51.1 kJ/mol
2S+1: 1
Highest occupied orbital energy: -0.082 Eh
Total charge: -1
Molecular weight: 65.12 g mol⁻¹

Element x y z (Å)
H1 -0.75100 1.38480 -1.58774
S1 0.28910 -2.03484 -0.34594
H2 1.81400 -0.25671 0.52475
C1 0.78903 -0.53304 0.69374
H3 -1.40428 0.67105 -0.32924
O1 -1.57448 1.27950 -1.09684
H4 0.59859 -0.89321 1.69062
H5 0.23904 0.38245 0.45065

=====

DFT (ωB97M-V/def2-TZVPD) results for a single C6H11O2PS molecule.

Output
DFT total energy: -1125.13803 Eh
Energy above the lowest of the compared OMol25 structures with the same formula, charge and spin: 196.4 kJ/mol
Structure (SMILES): CP1(=C2CS2)OCCCO1
2S+1: 1
Highest occupied orbital energy: -0.273 Eh
Molecular weight: 178.19 g mol⁻¹

Element x y z (Å)
C1 2.42611 -0.05302 -0.27837
H1 2.22046 0.04902 1.85597
H2 2.70828 1.11004 -0.24427
H3 -3.20115 -2.31202 0.90751
O1 0.41322 0.19017 1.21873
H4 -0.67076 2.63406 -0.43021
C2 -2.71579 -1.73224 0.20016
H5 -0.67335 2.32574 1.35389
O2 0.37071 0.48696 -1.42326
H6 1.59170 -1.43159 1.07390
H7 3.37399 -0.60562 -0.35553
H8 -2.21525 -2.34076 -0.62626
H9 1.97679 -0.13753 -2.41228
C3 -2.22215 -0.40172 0.59864
P1 -0.70336 0.31470 0.06647
C4 1.72916 -0.34049 1.02321
C5 -1.13618 2.07669 0.39931
H10 -2.19084 2.25329 0.46328
H11 1.10065 -1.39028 -1.47184
C6 1.48510 -0.39600 -1.53004
S1 -3.66731 -0.29940 -0.38900